(1)
# C30H73N4O13P2

A cluster of 4 separate species, C30H73N4O13P2 in total (ωB97M-V/def2-TZVPD, the Open Molecules 2025 dataset).

The value obtained for the LUMO energy is 2.3 eV. The calculation puts the energy above the lowest of the compared OMol25 structures with the same formula, charge and spin at 0.0 kJ/mol.

```
! RIJCOSX wB97M-V def2-TZVPD def2/J DEFGRID3
* xyz -1 1
C 4.63514 -0.41744 -0.09593
C 3.75015 -0.83257 1.06382
O 3.45443 -0.05941 1.93867
O 3.23718 -2.07624 1.09211
C 3.82035 -3.20104 0.41563
C 2.88198 -3.80874 -0.60900
C 2.54829 -2.92980 -1.81381
C 1.62197 -1.71251 -1.60343
C 0.50321 -1.81246 -0.55462
P -1.28676 -1.36253 -1.13276
C -0.74059 0.21950 -2.05384
C 0.10270 1.26936 -1.30827
C -0.69200 2.50822 -0.86870
N -0.20044 3.21363 0.31647
C -1.76472 -0.38586 0.51590
C -2.44646 -1.31416 1.43877
O -3.63144 -1.46194 1.60591
O -1.54859 -2.07811 2.11961
P -1.12758 -2.71906 -3.02011
O -0.56765 -2.31130 -4.33356
O -0.40867 -4.11746 -2.51652
O -2.67085 -3.21539 -3.23816
H 4.61618 -1.10362 -0.93450
H 5.66138 -0.30987 0.26009
H 4.30122 0.56882 -0.41353
H 4.77402 -2.92024 -0.03864
H 4.03126 -3.92161 1.20873
H 1.98020 -4.14988 -0.09645
H 3.38111 -4.71506 -0.97080
H 2.11483 -3.56634 -2.58577
H 3.49971 -2.56997 -2.22774
H 2.24263 -0.84029 -1.37689
H 1.18522 -1.49767 -2.58093
H 0.42740 -2.81455 -0.12328
H 0.74288 -1.17582 0.29762
H -2.66127 -1.16406 -1.57506
H -1.76937 -2.66190 -0.52670
H -1.68305 0.67941 -2.36861
H -0.23786 -0.06872 -2.97770
H 0.90627 1.60548 -1.97555
H 0.60849 0.84649 -0.43317
H -0.70297 3.22855 -1.69016
H -1.73609 2.24064 -0.70278
H -0.15107 2.57590 1.10390
H 0.73523 3.56959 0.15850
H -0.90058 0.04033 1.02577
H -2.46374 0.39714 0.22715
H -2.05408 -2.66178 2.71192
H -0.47261 -4.15809 -1.55372
H -3.09111 -3.36948 -2.38213
C 6.37020 7.99800 1.38319
O 6.59942 7.06393 2.41363
C 5.57314 6.99732 3.39682
C 4.82497 5.68505 3.32899
N 4.04880 5.58522 2.10619
C 3.40043 4.29414 1.89348
C 4.27619 3.05842 1.74639
O 5.06339 3.05008 0.56233
C 6.30061 3.71732 0.64279
H 7.28051 8.04805 0.78778
H 5.53761 7.71091 0.73141
H 6.15771 8.99401 1.78712
H 4.87783 7.83346 3.26835
H 6.04666 7.09038 4.37810
H 4.14077 5.63569 4.18287
H 5.55645 4.87316 3.45257
H 4.64865 5.78921 1.31683
H 2.78811 4.37750 0.99244
H 2.71185 4.11892 2.72704
H 3.62865 2.18552 1.68586
H 4.92545 2.90388 2.61799
H 6.73388 3.63949 1.64582
H 6.22983 4.77984 0.38497
H 6.97855 3.24348 -0.06843
C -3.47801 -9.18115 5.29773
O -2.21635 -8.62615 5.59351
C -1.15317 -9.08670 4.76882
C -0.64039 -7.98942 3.86330
N -1.63158 -7.62558 2.86685
C -1.27738 -6.48170 2.03278
C -1.07787 -5.13287 2.70819
O -2.27125 -4.58086 3.24754
C -2.63094 -5.00288 4.54585
H -4.16167 -8.85704 6.08070
H -3.86837 -8.84919 4.32935
H -3.44084 -10.27611 5.29238
H -1.48599 -9.94216 4.17165
H -0.34314 -9.41820 5.42442
H 0.25394 -8.35773 3.34916
H -0.32648 -7.14856 4.49880
H -2.51276 -7.44004 3.32881
H -2.05909 -6.36207 1.27976
H -0.35459 -6.72597 1.49501
H -0.74731 -4.42426 1.94585
H -0.30290 -5.16175 3.48460
H -1.74765 -5.21505 5.15650
H -3.26785 -5.89288 4.53341
H -3.19463 -4.19232 5.00747
C -5.81804 6.83734 -4.00219
O -6.44310 5.60146 -4.26134
C -6.36657 5.16235 -5.61097
C -5.47008 3.95249 -5.75238
N -4.08165 4.29461 -5.49807
C -3.16223 3.16063 -5.48139
C -3.36172 2.09476 -4.41305
O -3.10130 2.55106 -3.10113
C -4.17660 3.15282 -2.41704
H -6.07124 7.11578 -2.98057
H -4.72730 6.78558 -4.09185
H -6.17950 7.61757 -4.68169
H -6.00393 5.97515 -6.24960
H -7.37821 4.89762 -5.93126
H -5.55550 3.58123 -6.77955
H -5.85745 3.16601 -5.08928
H -4.01928 4.78097 -4.61215
H -2.15052 3.55680 -5.36743
H -3.20443 2.67267 -6.46149
H -2.64079 1.29472 -4.59987
H -4.36026 1.64160 -4.45917
H -5.13589 2.72136 -2.72143
H -4.21966 4.23744 -2.56931
H -4.03209 2.96750 -1.35242
*
```

Mulliken population analysis, charges in e, atoms 1 to 4: C -0.86; C 0.76; O -0.66; O -0.29


(2)
# C5H11N

The molecule C5H11N (ωB97M-V/def2-TZVPD, the Open Molecules 2025 dataset).

Its SMILES is CC(C)N1CC1. The value obtained for the LUMO energy is 1.3 eV. The calculation puts the energy above the lowest of the compared OMol25 structures with the same formula, charge and spin at 126.7 kJ/mol.

```
! RIJCOSX wB97M-V def2-TZVPD def2/J DEFGRID3
* xyz 0 1
C -1.70667 -0.83144 0.51186
C -0.58010 0.17457 0.25638
C -0.90775 0.99651 -0.98864
N 0.65554 -0.57402 -0.00954
C 1.82330 0.14494 -0.45765
C 1.82216 -0.55650 0.85267
H -1.64398 -1.59044 -0.27388
H -1.60657 -1.33352 1.48037
H -2.69810 -0.35996 0.45984
H -0.47961 0.85183 1.12566
H -0.93289 0.33871 -1.86581
H -0.16676 1.77992 -1.17668
H -1.88448 1.47561 -0.88633
H 1.78690 1.23372 -0.40315
H 2.30779 -0.26525 -1.34529
H 2.34037 -1.50586 0.97489
H 1.86219 0.06224 1.75436
*
```

Mulliken population analysis, charges in e, atoms 1 to 4: C -1.44; C 0.66; C -1.39; N -0.27


(3)
# C9H16NP

The molecule C9H16NP in a non-equilibrium geometry (ωB97M-V/def2-TZVPD, the Open Molecules 2025 dataset).

Its SMILES is C=C(C)/C=C(C)\P(=C)=N/CC. The value obtained for the LUMO energy is 0.3 eV. The calculation puts the energy above the lowest of the compared OMol25 structures with the same formula, charge and spin at 339.7 kJ/mol.

```
! RIJCOSX wB97M-V def2-TZVPD def2/J DEFGRID3
* xyz 0 1
C -0.50549 1.27608 1.73606
C -1.33161 1.17084 0.70788
C -2.77081 0.74556 1.06220
C -0.92214 1.34538 -0.67902
C 0.29025 0.97606 -1.08365
C 0.73418 1.13131 -2.51192
P 1.54447 0.26407 -0.03204
C 3.15314 0.84837 -0.07727
N 1.28378 -1.19055 0.52017
C 0.04174 -1.85643 0.77320
C 0.22449 -3.17007 -0.00687
H -0.79890 1.18716 2.65808
H 0.47923 1.60044 1.51710
H -2.76401 0.16194 2.03009
H -3.03494 0.26512 0.11950
H -3.44966 1.49209 1.13513
H -1.74554 1.74373 -1.37148
H 1.52408 0.24295 -2.78576
H 1.09458 2.20678 -2.56791
H -0.00615 1.10656 -3.19105
H 3.74936 0.40189 0.67720
H 3.32139 1.93424 -0.32830
H -0.81051 -1.37428 0.48703
H 0.00500 -1.95230 1.78399
H -0.20213 -4.04130 0.53403
H -0.39492 -3.23590 -0.94686
H 1.29112 -3.27974 -0.15952
*
```

Mulliken population analysis, charges in e, atoms 1 to 4: C -1.57; C 1.09; C -1.46; C -0.42